{
  "formula": "C5H10",
  "method": "ωB97M-V/def2-TZVPD",
  "symbols": ["C", "C", "H", "H", "H", "H", "C", "C", "C", "H", "H", "H", "H", "H", "H"],
  "coordinates": [[2.884, 0.134, 0.109], [1.744, 0.800, 0.165], [3.464, -0.020, -0.794], [3.272, -0.397, 0.973], [1.352, 1.352, -0.674], [1.226, 0.839, 1.115], [-1.197, -1.356, 0.143], [-1.622, 0.069, 0.295], [-2.045, 0.858, -0.687], [-1.765, -2.006, 0.805], [-1.346, -1.724, -0.872], [-0.138, -1.442, 0.384], [-1.515, 0.530, 1.277], [-2.114, 1.930, -0.565], [-2.200, 0.432, -1.675]],
  "forces_ev_per_angstrom": [[0.20, -0.60, -0.08], [0.42, 0.05, 0.30], [-0.08, 0.31, -0.08], [-0.09, 0.10, 0.05], [-0.20, -0.05, -0.08], [-0.22, 0.19, -0.10], [-0.36, 0.01, -0.03], [0.00, 0.56, -0.08], [0.44, -0.45, -0.13], [0.05, -0.14, 0.20], [0.02, 0.13, -0.05], [0.02, -0.10, 0.06], [0.18, -0.20, -0.01], [-0.44, -0.04, 0.07], [0.05, 0.22, -0.04]],
  "energy_ha": -196.4403,
  "total_charge": 0,
  "lumo_ev": 1.22,
  "homo_lumo_gap_ev": 10.8,
  "homo_ev": -9.60
}

=====

{
  "formula": "C3H9N2",
  "method": "ωB97M-V/def2-TZVPD",
  "symbols": ["C", "C", "N", "C", "N", "H", "H", "H", "H", "H", "H", "H", "H", "H"],
  "coordinates": [[-2.187, 0.650, 0.731], [-1.196, 0.291, -0.396], [2.318, -0.656, -0.242], [1.181, 0.006, -0.357], [0.035, -0.300, 0.134], [-1.774, 0.856, 1.718], [-2.668, 1.599, 0.511], [-2.937, -0.134, 0.816], [-1.751, -0.242, -1.168], [-0.955, 1.244, -0.862], [2.576, -1.272, 0.517], [3.114, -0.230, -0.689], [1.347, 0.869, -1.000], [-0.107, -0.868, 0.956]],
  "forces_ev_per_angstrom": [[-0.18, -0.12, -0.08], [-1.03, 2.09, 0.90], [0.51, 0.30, 0.83], [1.71, -0.22, -0.74], [-1.34, 0.19, -0.15], [0.52, -0.37, -0.03], [-0.32, -0.13, -0.37], [-0.13, 0.12, 0.21], [0.67, -0.80, 0.13], [0.53, -0.03, -0.16], [-0.44, -0.36, -0.12], [0.13, 0.04, 0.00], [-1.03, -0.15, -0.27], [0.41, -0.55, -0.15]],
  "energy_ha": -228.9679,
  "total_charge": 1,
  "lumo_ev": -3.87,
  "homo_lumo_gap_ev": 11.6,
  "homo_ev": -15.47
}

=====

{
  "formula": "C5H9N4",
  "method": "ωB97M-V/def2-TZVPD",
  "symbols": ["C", "C", "C", "C", "C", "N", "N", "N", "N", "H", "H", "H", "H", "H", "H", "H", "H", "H"],
  "coordinates": [[0.173, -0.581, -0.763], [4.024, 0.457, -0.333], [0.082, -0.549, 0.930], [-2.174, -1.098, 0.019], [-1.247, 1.189, -0.160], [3.322, -0.218, 0.388], [-0.655, -1.400, -0.124], [0.068, 0.646, -0.129], [-2.372, 0.339, -0.189], [5.104, 0.484, -0.303], [3.612, 0.807, -1.392], [-0.298, -0.541, 1.957], [1.161, -0.783, 0.972], [-2.783, -1.696, -0.668], [-2.358, -1.499, 1.037], [-1.207, 1.989, 0.675], [-1.329, 1.814, -1.064], [-3.122, 0.641, -0.855]],
  "forces_ev_per_angstrom": [[-1.49, 0.33, -0.37], [0.01, 0.25, -3.59], [2.06, 0.35, -0.41], [0.16, 0.96, 0.26], [-1.15, 4.21, 0.28], [-1.16, -0.44, 1.07], [-0.45, -1.63, -0.05], [1.53, -0.88, 0.81], [-1.19, -1.84, -0.15], [0.53, 0.36, 0.52], [0.46, -0.19, 1.95], [-0.78, 0.57, -0.55], [-0.37, -0.40, 0.45], [0.47, 0.14, -0.06], [0.05, 0.56, -0.40], [-0.35, -1.45, -0.80], [0.37, -0.05, 0.25], [1.28, -0.85, 0.79]],
  "energy_ha": -414.3400,
  "total_charge": 1,
  "lumo_ev": [-7.12, -5.51],
  "homo_lumo_gap_ev": [5.8, 8.4],
  "homo_ev": [-12.93, -13.90]
}

=====

{
  "formula": "C49H100F12N7O8S4",
  "method": "ωB97M-V/def2-TZVPD",
  "symbols": ["C", "C", "C", "N", "C", "C", "C", "C", "C", "C", "H", "H", "H", "H", "H", "H", "H", "H", "H", "H", "H", "H", "H", "H", "H", "H", "H", "H", "H", "H", "C", "C", "C", "N", "C", "C", "C", "C", "C", "C", "H", "H", "H", "H", "H", "H", "H", "H", "H", "H", "H", "H", "H", "H", "H", "H", "H", "H", "H", "H", "C", "C", "C", "N", "C", "C", "C", "C", "C", "C", "H", "H", "H", "H", "H", "H", "H", "H", "H", "H", "H", "H", "H", "H", "H", "H", "H", "H", "H", "H", "C", "C", "C", "N", "C", "C", "C", "C", "C", "C", "H", "H", "H", "H", "H", "H", "H", "H", "H", "H", "H", "H", "H", "H", "H", "H", "H", "H", "H", "H", "C", "C", "C", "N", "C", "C", "C", "C", "C", "C", "H", "H", "H", "H", "H", "H", "H", "H", "H", "H", "H", "H", "H", "H", "H", "H", "H", "H", "H", "H", "C", "F", "F", "F", "S", "O", "O", "N", "S", "O", "O", "C", "F", "F", "F", "C", "F", "F", "F", "S", "O", "O", "N", "S", "O", "O", "C", "F", "F", "F"],
  "coordinates": [[0.547, -1.113, 3.759], [1.499, -2.118, 4.537], [2.013, -3.180, 3.625], [3.183, -4.077, 4.104], [3.238, -5.306, 3.188], [2.075, -6.322, 3.398], [1.702, -6.667, 4.847], [1.785, -5.450, 5.751], [3.046, -4.535, 5.589], [4.459, -3.266, 3.922], [1.035, -0.541, 2.969], [0.147, -0.298, 4.361], [-0.280, -1.609, 3.251], [1.045, -2.558, 5.424], [2.228, -1.422, 4.951], [2.363, -2.653, 2.738], [1.208, -3.841, 3.303], [3.292, -4.942, 2.162], [4.152, -5.865, 3.384], [1.179, -5.838, 3.008], [2.251, -7.233, 2.826], [0.668, -7.007, 4.800], [2.332, -7.470, 5.229], [0.927, -4.812, 5.540], [1.751, -5.681, 6.816], [2.952, -3.654, 6.223], [3.994, -5.015, 5.831], [5.250, -3.963, 4.201], [4.447, -2.484, 4.681], [4.578, -2.879, 2.910], [-2.170, 5.249, -10.315], [-1.360, 5.239, -9.049], [-1.843, 4.000, -8.165], [-1.282, 3.899, -6.680], [-1.780, 5.084, -5.837], [-1.252, 4.998, -4.400], [-1.823, 3.685, -3.810], [-1.502, 2.448, -4.584], [-1.736, 2.547, -6.136], [0.249, 3.932, -6.747], [-1.886, 5.890, -11.150], [-3.141, 5.631, -10.001], [-2.224, 4.219, -10.668], [-1.287, 6.214, -8.565], [-0.344, 4.948, -9.314], [-1.550, 3.120, -8.738], [-2.927, 4.063, -8.063], [-2.868, 5.122, -5.781], [-1.454, 6.008, -6.315], [-1.499, 5.822, -3.730], [-0.171, 4.870, -4.444], [-2.913, 3.713, -3.813], [-1.557, 3.535, -2.764], [-2.231, 1.711, -4.247], [-0.502, 2.067, -4.372], [-2.812, 2.450, -6.281], [-1.120, 1.914, -6.775], [0.584, 3.264, -7.541], [0.610, 3.598, -5.775], [0.447, 4.987, -6.940], [15.635, -2.256, 1.607], [14.103, -1.948, 1.616], [13.681, -1.183, 0.427], [12.218, -0.686, 0.511], [11.895, 0.292, -0.652], [11.854, -0.260, -2.090], [10.826, -1.405, -2.091], [11.217, -2.463, -1.062], [11.188, -1.844, 0.392], [11.964, 0.127, 1.803], [16.149, -1.297, 1.668], [16.013, -2.674, 0.674], [16.048, -2.840, 2.430], [13.940, -1.465, 2.580], [13.632, -2.930, 1.641], [13.811, -1.788, -0.470], [14.239, -0.254, 0.310], [12.580, 1.133, -0.536], [10.913, 0.661, -0.357], [12.812, -0.581, -2.498], [11.650, 0.648, -2.658], [10.830, -1.899, -3.063], [9.823, -0.981, -2.066], [12.178, -2.900, -1.335], [10.557, -3.331, -1.080], [11.339, -2.632, 1.130], [10.203, -1.380, 0.451], [12.842, 0.760, 1.933], [11.774, -0.493, 2.679], [11.086, 0.763, 1.686], [-1.840, -7.934, -14.794], [-1.764, -6.741, -13.741], [-2.960, -6.711, -12.834], [-3.013, -5.491, -11.860], [-1.763, -5.467, -10.956], [-1.776, -4.345, -9.929], [-3.092, -4.474, -9.071], [-4.407, -4.581, -9.851], [-4.301, -5.648, -10.977], [-3.116, -4.256, -12.680], [-2.421, -7.766, -15.701], [-2.262, -8.855, -14.393], [-0.866, -8.222, -15.188], [-1.568, -5.836, -14.315], [-0.828, -6.822, -13.188], [-3.077, -7.561, -12.161], [-3.863, -6.752, -13.442], [-1.709, -6.383, -10.368], [-0.909, -5.290, -11.610], [-0.853, -4.492, -9.368], [-1.743, -3.399, -10.470], [-2.974, -5.364, -8.453], [-3.235, -3.663, -8.356], [-5.173, -4.932, -9.159], [-4.790, -3.616, -10.183], [-4.180, -6.641, -10.545], [-5.173, -5.715, -11.627], [-2.128, -4.023, -13.076], [-3.284, -3.434, -11.985], [-3.960, -4.359, -13.363], [9.992, -5.224, -7.948], [9.982, -6.697, -7.426], [8.736, -7.500, -7.769], [8.831, -9.028, -7.314], [8.841, -9.240, -5.749], [7.392, -9.014, -5.152], [6.270, -9.713, -5.865], [6.328, -9.445, -7.341], [7.702, -9.785, -8.059], [10.094, -9.610, -7.968], [9.017, -4.742, -7.878], [10.304, -5.120, -8.987], [10.742, -4.608, -7.452], [10.109, -6.770, -6.346], [10.932, -7.120, -7.751], [8.469, -7.303, -8.807], [7.844, -7.133, -7.262], [9.582, -8.507, -5.432], [9.255, -10.218, -5.503], [7.259, -7.933, -5.171], [7.360, -9.206, -4.080], [5.300, -9.457, -5.439], [6.407, -10.795, -5.875], [6.006, -8.420, -7.523], [5.484, -9.992, -7.763], [7.780, -9.464, -9.098], [7.817, -10.865, -7.964], [10.905, -9.110, -7.438], [10.044, -9.229, -8.987], [10.091, -10.700, -7.978], [5.035, 5.698, 6.461], [4.521, 6.561, 5.565], [4.325, 4.597, 6.643], [6.282, 5.273, 6.127], [5.076, 6.501, 8.241], [3.622, 6.489, 8.597], [5.967, 5.633, 9.021], [5.767, 7.968, 7.870], [5.274, 8.763, 9.073], [4.043, 9.423, 8.817], [5.317, 8.138, 10.410], [6.650, 10.175, 9.287], [6.218, 11.019, 10.184], [7.754, 9.676, 9.772], [6.885, 10.921, 8.129], [4.199, -3.083, -3.458], [5.431, -3.056, -3.943], [3.340, -3.492, -4.473], [4.327, -3.968, -2.466], [3.388, -1.423, -2.827], [3.326, -0.571, -4.015], [2.063, -1.796, -2.414], [4.476, -0.935, -1.546], [4.617, 0.564, -1.715], [5.743, 1.016, -2.552], [3.307, 1.169, -2.031], [5.021, 1.171, 0.120], [5.095, 2.520, 0.086], [4.033, 0.729, 0.935], [6.251, 0.783, 0.495]],
  "forces_ev_per_angstrom": [[0.00, -0.56, -0.09], [-0.83, 1.79, 0.59], [0.34, -0.21, -0.65], [-0.34, 0.43, -0.25], [-0.20, -0.87, 0.68], [-0.44, 1.36, 0.08], [0.80, 0.03, -0.15], [0.72, 1.19, 0.01], [-0.73, -0.45, -1.21], [-0.30, -1.00, 1.18], [0.67, -0.40, -0.08], [-0.04, -0.49, 0.56], [-0.13, -0.17, 0.25], [-0.52, 0.11, -0.14], [0.70, -0.40, -0.14], [0.28, -0.41, -0.21], [0.04, 0.05, 0.19], [-0.17, 0.06, 0.06], [0.32, 0.46, 0.25], [-0.07, -0.23, -0.45], [0.15, 0.22, -0.12], [0.13, -0.23, 0.32], [-0.03, -0.07, 0.03], [-0.13, 0.08, 0.15], [-0.16, -0.24, -0.06], [-0.01, 0.07, -0.26], [-0.09, -0.21, -0.07], [0.25, 0.20, -0.28], [-0.05, 0.18, -0.31], [-0.23, -0.16, 0.14], [-1.11, 0.11, 0.32], [1.60, -1.39, 0.70], [0.16, 2.07, 0.54], [-0.51, 0.42, -1.40], [0.31, 0.50, 0.46], [0.03, -1.95, -0.06], [-0.56, 0.84, 0.19], [0.48, -1.07, -1.32], [0.52, 1.35, 1.09], [-1.42, 0.26, 0.37], [0.63, -0.01, 0.36], [-0.47, -0.40, -0.44], [-0.38, 0.08, -0.28], [-0.37, -0.17, 0.24], [0.34, 0.35, 0.02], [-0.03, -0.23, 0.52], [0.00, -0.27, 0.14], [-0.07, -0.46, -0.47], [0.09, -0.20, -0.21], [-0.07, 0.22, -0.57], [0.08, 0.49, 0.30], [-0.25, 0.57, 0.12], [0.23, 0.11, -0.08], [0.35, -0.39, -0.02], [0.04, -0.01, -0.01], [0.14, 0.04, -0.56], [-0.50, -0.80, 0.49], [-0.04, 0.18, 0.05], [0.25, 0.15, -0.31], [0.65, -0.30, -0.04], [0.25, 1.21, -0.60], [1.59, -1.82, 1.36], [-0.93, 1.14, -0.27], [-0.94, -0.54, -0.15], [0.50, -0.12, 0.53], [0.04, -0.06, 1.32], [0.45, 0.08, -1.54], [-0.28, 0.75, 1.01], [0.62, -0.08, -1.82], [0.33, -0.31, -0.64], [0.13, 0.15, 0.10], [-0.34, -0.32, -0.08], [-0.65, -0.15, 0.04], [-0.39, 0.19, -0.19], [-0.45, 0.07, 0.06], [-0.25, 0.23, -0.04], [0.21, -0.05, -0.02], [0.16, -0.10, -0.02], [-0.10, 0.01, -0.39], [0.22, -0.17, 0.44], [-0.67, -0.28, -0.33], [0.16, 0.02, -0.19], [-0.16, -0.20, 0.79], [0.26, 0.24, 0.18], [-0.35, 0.22, 0.14], [0.17, 0.51, 0.26], [0.07, 0.00, 0.57], [-0.09, -0.06, 0.19], [0.36, -0.26, -0.30], [0.07, -0.14, -0.32], [-0.02, 0.03, 0.35], [1.16, -1.13, -1.29], [-0.42, 0.37, 0.78], [-0.78, -0.83, -0.02], [-0.49, 0.60, -0.18], [-1.85, -0.07, -0.30], [0.73, 0.23, 0.13], [0.40, -0.80, -0.67], [0.92, 0.20, 0.17], [0.37, 0.62, 1.27], [-0.26, 0.68, 0.24], [0.02, 0.08, 0.44], [0.21, 0.30, 0.36], [-0.70, 0.23, -0.01], [-0.09, -0.48, 0.26], [0.59, -0.24, -0.13], [-0.23, 0.63, 0.14], [-0.04, -0.41, -0.69], [-0.06, -0.58, -0.03], [-0.21, 0.31, 0.28], [0.17, 0.22, 0.32], [-0.04, -0.20, 0.00], [0.42, 0.14, -0.06], [-0.04, -0.16, -0.04], [0.28, 0.00, -0.36], [0.01, 0.04, 0.20], [0.18, 0.33, -0.19], [-0.34, -0.30, -0.71], [-0.42, 0.01, -0.15], [0.45, 0.11, -0.20], [-0.22, -0.28, 0.01], [0.70, 0.54, 0.49], [-0.08, -0.19, 1.03], [0.00, -0.85, -1.80], [-1.24, 0.53, -0.92], [1.51, 0.89, 0.23], [1.09, -0.89, -0.59], [-0.49, 0.93, -1.59], [-1.73, 0.95, 2.32], [-0.61, 1.43, 0.55], [0.02, 0.03, 0.25], [-0.21, -0.58, -0.20], [-0.21, -0.20, 0.49], [-0.16, 0.68, 0.23], [-0.30, -0.36, -0.57], [0.25, -1.26, -0.40], [0.29, 0.15, 0.43], [-0.32, 0.00, 0.35], [-0.17, -0.18, -0.55], [-0.34, 0.19, -0.26], [0.46, -0.43, -0.02], [0.10, -0.07, -0.09], [-0.11, -0.28, 1.02], [0.42, 0.35, -0.21], [0.39, -0.39, -0.54], [-0.26, -0.14, 0.15], [0.57, 0.09, 0.00], [0.32, -0.75, -0.23], [0.31, -0.21, -0.03], [0.06, 0.24, 0.42], [1.24, 1.23, 2.53], [0.41, -1.37, 0.19], [-0.77, -0.12, -0.92], [-0.74, 0.71, -0.59], [-1.00, -2.36, -0.32], [3.22, 0.25, -1.00], [-1.18, 1.04, -1.38], [-0.11, -3.42, -0.71], [0.15, 3.64, 4.80], [-0.71, 1.21, -0.48], [0.68, 0.44, -1.93], [-1.60, -0.47, -1.70], [-0.87, 0.91, 0.68], [1.25, -0.57, -0.46], [0.04, -1.24, 1.20], [-0.55, 0.46, -0.04], [0.03, 1.01, -0.84], [1.26, 0.05, 1.69], [-1.34, -0.37, 0.08], [0.14, 1.21, -1.03], [1.36, -1.36, 1.06], [0.73, -0.82, 1.10], [-1.90, -4.35, -2.07], [-0.08, 5.50, -1.18], [-1.18, -0.67, 1.69], [1.76, -0.07, 1.07], [-0.13, 0.36, -2.09], [-0.80, -1.06, 0.30], [1.39, 0.60, -0.26], [-0.68, -0.65, 0.49]],
  "energy_ha": -5702.1820,
  "total_charge": 3,
  "lumo_ev": -4.91,
  "homo_lumo_gap_ev": 4.5,
  "homo_ev": -9.44
}